{"formula": "C3H15NNbP2Yb", "method": "the ωB97M-V functional and the def2-TZVPD basis", "symbols": ["C", "C", "P", "C", "Nb", "P", "N", "H", "H", "H", "H", "H", "H", "H", "H", "H", "H", "H", "H", "H", "H", "H", "Yb"], "coordinates": [[-1.2106, 2.7287, 1.5027], [-1.1362, 1.5017, 0.5476], [0.1465, 0.2085, 1.0139], [-0.4184, -0.7454, 2.5277], [0.1232, -1.5546, -0.8764], [2.4559, -0.9155, -1.6633], [2.2426, 0.2550, -2.7746], [-1.9342, 2.5674, 2.3094], [-0.2378, 2.9723, 1.9357], [-1.6097, 3.5708, 0.9235], [-2.1025, 0.9820, 0.4631], [-0.8463, 1.8844, -0.4442], [-1.3364, -1.3058, 2.3146], [-0.5712, -0.1199, 3.4123], [0.3539, -1.5014, 2.7053], [-0.6956, -0.2874, -1.9334], [-0.0751, -2.8232, -2.1892], [0.8963, -2.7151, 0.3136], [-1.4832, -2.0812, -0.1513], [3.3032, -0.4519, -0.6048], [3.0479, -2.0497, -2.3065], [2.5848, -0.0461, -3.6795], [-1.4972, -0.0737, -3.3462]], "forces_ev_per_angstrom": [[-0.681, -0.397, -0.391], [0.285, 0.422, 0.811], [-1.398, -0.843, -1.186], [-0.198, 0.042, -0.360], [1.718, -0.256, 1.606], [1.442, -0.820, 0.409], [-1.542, -0.137, 0.114], [0.297, -0.121, -0.024], [-0.139, 0.094, -0.166], [0.309, 0.037, 0.267], [0.182, 0.250, 0.036], [0.066, -0.349, 0.183], [0.117, 0.312, -0.011], [0.205, -0.015, -0.170], [-0.036, 0.310, 0.108], [1.172, 0.117, 3.684], [-0.937, 0.742, -0.916], [-0.283, 0.503, -0.131], [0.445, -0.261, 0.148], [0.130, -0.414, -0.613], [0.328, 0.408, 0.573], [0.028, 0.016, -0.108], [-1.510, 0.362, -3.863]], "mulliken_charge": [-1.1251, -0.3466, 0.1788, -0.9231, -0.7384, 0.0524, -0.6062, 0.3041, 0.3413, 0.3384, 0.3622, 0.2303, 0.2984, 0.3583, 0.3073, -0.0988, 0.0347, 0.1180, 0.0155, 0.1053, 0.1184, 0.2255, 1.4492], "total_energy_ha": -2075.78261, "e_lumo_ev": -5.76, "charge": 1, "mol_weight_g_mol": 393.1, "homo_energy_ev": -10.844, "homo_lumo_gap_ha": 0.18668, "multiplicity": 1}

{"formula": "C4H9N", "method": "the ωB97M-V functional and the def2-TZVPD basis", "symbols": ["C", "C", "C", "N", "C", "H", "H", "H", "H", "H", "H", "H", "H", "H"], "coordinates": [[1.4239, -0.2615, 0.8298], [0.1644, 0.5749, 0.7704], [-0.2453, 1.1844, -0.5331], [-1.0982, 0.2293, 0.1234], [-1.2374, -0.9597, -0.6818], [2.2807, 0.3837, 1.0667], [1.3707, -1.0193, 1.6163], [1.6497, -0.7480, -0.1220], [-0.0519, 1.0623, 1.7273], [0.1975, 0.6827, -1.4307], [-0.6062, 2.2029, -0.6622], [-2.1979, -0.8819, -1.2049], [-0.4312, -0.9501, -1.4787], [-1.2646, -1.8515, -0.0396]], "forces_ev_per_angstrom": [[-0.012, -0.188, -0.059], [0.183, -0.011, -0.015], [0.036, 0.221, -0.282], [-0.237, -0.092, 0.060], [0.231, -0.212, -0.365], [-0.245, -0.055, -0.056], [-0.034, -0.010, -0.092], [-0.083, -0.039, 0.104], [0.189, 0.267, -0.505], [0.158, 1.187, 0.706], [0.172, -0.125, 0.068], [0.157, -0.136, 0.046], [-0.741, -0.892, 0.821], [0.226, 0.084, -0.432]], "mulliken_charge": [-1.2000, 0.3513, -0.5839, -0.2704, -0.6912, 0.3294, 0.2954, 0.3007, 0.3008, 0.1745, 0.2383, 0.2563, 0.2527, 0.2460], "total_energy_ha": -212.49730, "e_lumo_ev": 1.20, "charge": 0, "mol_weight_g_mol": 71.1, "homo_energy_ev": -8.938, "e_above_lowest_kcal_mol": 33.81, "homo_lumo_gap_ha": 0.37243, "multiplicity": 1}

{"formula": "C19H16ClN3O3S2", "method": "the ωB97M-V functional and the def2-TZVPD basis", "symbols": ["C", "C", "C", "C", "C", "C", "N", "N", "C", "O", "C", "C", "C", "C", "C", "S", "O", "O", "N", "C", "C", "C", "C", "C", "C", "Cl", "C", "S", "H", "H", "H", "H", "H", "H", "H", "H", "H", "H", "H", "H", "H", "H", "H", "H"], "coordinates": [[-9.1751, -0.6425, 1.1410], [-7.8030, -0.3377, 0.3477], [-7.6311, 0.2223, -0.9514], [-6.3909, 0.2927, -1.3060], [-5.5478, -0.1659, -0.4200], [-4.2009, -0.0083, -0.1927], [-3.6122, 0.3468, -1.1236], [-2.1921, 0.5835, -1.4711], [-1.2727, 0.3764, -0.4874], [-1.4059, -0.0161, 0.7464], [0.1177, 0.7675, -0.8736], [0.5244, 0.1521, -2.0385], [1.9023, 0.3460, -2.6821], [2.8494, 1.0089, -1.6400], [2.4291, 1.1060, -0.5269], [3.5937, 1.8624, 0.9094], [4.7377, 2.3031, 0.0298], [2.8930, 2.7012, 1.9666], [3.9940, 0.4458, 1.5587], [4.3759, -0.6262, 0.8163], [5.6491, -0.3602, -0.2667], [6.1821, -1.4927, -0.8955], [5.3612, -2.8492, -1.0867], [4.1774, -2.6620, -0.4639], [3.6048, -1.8656, 0.5261], [2.1727, -2.0372, 1.2620], [0.9987, 1.2053, -0.1080], [-6.4507, -0.4877, 1.1609], [-10.2127, -0.3678, 0.6452], [-9.3495, -1.7336, 1.3828], [-9.3721, -0.1821, 1.9864], [-8.5351, 0.2482, -1.4269], [-6.2265, 0.8099, -2.1402], [-3.6620, -0.1937, 0.9494], [-1.8429, 0.9105, -2.4244], [-0.0633, -0.4490, -2.7932], [2.1912, 0.0006, -3.4580], [3.9646, 1.1816, -2.0132], [3.2052, -0.0241, 2.1079], [6.1924, 0.2457, 0.1168], [7.0709, -1.3480, -1.3769], [5.6727, -3.4631, -1.8751], [3.5540, -3.5980, -0.6342], [0.8460, 1.5937, 1.0294]], "forces_ev_per_angstrom": [[-1.067, -2.727, -5.555], [-5.812, 1.256, -0.541], [-5.704, -2.890, 5.314], [1.838, 0.114, -1.174], [-1.100, -1.059, 5.806], [1.042, -2.817, 10.825], [7.749, 4.127, -12.354], [-1.541, -1.005, 2.969], [0.460, 0.396, 4.383], [-0.657, 1.251, -4.957], [-5.462, -4.000, -3.981], [5.158, -0.697, -7.377], [-6.364, 5.562, 16.116], [5.237, -3.269, -15.275], [-5.910, 4.925, 14.103], [-0.943, 2.883, -3.545], [-2.372, -0.462, 3.312], [2.347, -2.737, -3.251], [-1.621, -2.782, 3.679], [2.904, -2.696, -7.118], [-8.530, -11.624, 0.076], [-4.571, -1.407, 0.633], [2.158, 7.889, 1.727], [-2.360, -5.772, -0.368], [5.831, 5.876, -0.221], [-2.860, -0.877, 1.256], [7.424, 2.906, 7.460], [3.973, -0.891, -0.745], [2.369, -0.420, -0.171], [0.741, 0.953, -0.498], [0.347, 2.633, 4.454], [-1.770, 0.909, -2.057], [1.719, 1.476, -3.527], [-1.711, 0.232, -3.083], [-1.649, -0.665, 1.927], [-0.134, 0.763, 1.540], [3.414, -4.339, -9.895], [-2.539, -0.263, 1.206], [0.772, 1.949, -0.089], [6.711, 8.323, 3.631], [2.431, 0.074, -1.196], [-0.056, -1.284, -0.524], [0.085, 1.175, 0.135], [0.023, -0.988, -3.051]], "mulliken_charge": [-1.2361, 0.7190, -0.8066, -0.4622, 0.5344, -0.3569, -0.2480, -0.1277, 0.3200, -0.6867, 0.4444, -0.7579, -1.2044, 0.4709, -0.0943, 0.9604, -0.5882, -0.6217, -0.2230, -0.2269, -1.1447, -0.3063, -0.8025, -0.1837, 0.7333, -0.1859, -0.0741, -0.2500, 0.2861, 0.2877, 0.4193, 0.4248, 0.5375, 0.1050, 0.3346, 0.2608, 0.7960, 0.2844, 0.4960, 0.8510, 0.4878, 0.4207, 0.2071, 0.2067], "total_energy_ha": -2379.60375, "e_lumo_ev": -0.09, "charge": 0, "mol_weight_g_mol": 433.9, "homo_energy_ev": -8.241, "e_above_lowest_kcal_mol": 355.93, "homo_lumo_gap_ha": 0.29954, "multiplicity": 1}

{"formula": "C2H3BaFLiO", "method": "the ωB97M-V functional and the def2-TZVPD basis", "symbols": ["O", "C", "C", "Li", "H", "F", "H", "Ba", "H"], "coordinates": [[1.0345, 0.5614, 0.1354], [0.2706, -0.5560, 0.0970], [-1.1060, -0.3774, -0.3548], [-0.2310, 1.9225, 0.6742], [0.5965, -1.4292, 0.6698], [-1.7105, 0.7072, 0.4164], [-1.3126, -0.1009, -1.3953], [3.5944, 0.8420, 0.0357], [-1.1358, -1.5696, -0.2785]], "forces_ev_per_angstrom": [[2.056, 0.652, 0.363], [0.609, 1.830, -0.120], [1.880, -3.252, -0.798], [-0.538, -0.439, -0.074], [-0.091, 0.256, -0.214], [-0.141, -0.833, 0.246], [0.238, 0.038, 0.336], [-1.103, -0.358, -0.069], [-2.909, 2.106, 0.331]], "mulliken_charge": [-0.8914, -0.0868, -0.3057, 0.8690, 0.3808, -0.3599, 0.3098, 1.8362, 0.2478], "total_energy_ha": -285.52238, "e_lumo_ev": [-8.78, -8.83], "charge": 2, "mol_weight_g_mol": 206.3, "homo_energy_ev": [-14.704, -17.762], "homo_lumo_gap_ha": [0.21755, 0.32830], "multiplicity": 2}

{"formula": "C4H4O4S2", "method": "the ωB97M-V functional and the def2-TZVPD basis", "symbols": ["C", "C", "C", "C", "O", "O", "O", "O", "S", "S", "H", "H", "H", "H"], "coordinates": [[-1.0091, -1.2980, 0.2219], [0.2672, -1.6156, 0.3777], [-1.2690, 0.5053, -0.8705], [1.3873, -0.7359, -0.1682], [-2.0315, 2.7332, 0.3021], [-1.0082, 1.2644, 1.9372], [0.5908, 1.8820, 0.0304], [1.2105, 0.9598, -2.2604], [-1.1907, 1.6155, 0.5846], [0.5335, 0.6747, -1.0115], [-1.8284, -1.9605, 0.4864], [0.4544, -2.5069, 0.9175], [2.1390, -0.2377, 0.5098], [1.7541, -1.2804, -1.0569]], "forces_ev_per_angstrom": [[0.131, -2.159, 0.482], [-1.173, 1.519, -0.048], [2.167, 1.017, 1.871], [-0.783, 0.527, -0.879], [0.393, 0.086, -0.121], [0.297, -1.037, 0.525], [-0.486, -1.079, -0.066], [-0.968, -0.331, 0.858], [-0.643, 1.182, -2.850], [0.270, 1.331, -0.152], [-0.049, 0.211, 0.037], [0.869, -0.829, 0.437], [-0.775, -0.894, -0.692], [0.751, 0.457, 0.598]], "mulliken_charge": [-0.6034, -0.1922, -0.2497, -0.4600, -0.5211, -0.4425, -0.3646, -0.6137, 1.0508, 0.9495, 0.3300, 0.4153, 0.3566, 0.3450], "total_energy_ha": -1251.77226, "e_lumo_ev": [0.14, -3.37], "charge": 0, "mol_weight_g_mol": 180.2, "homo_energy_ev": [-6.565, -10.454], "homo_lumo_gap_ha": [0.24628, 0.26051], "multiplicity": 3}

{"formula": "C34H33BrN3O11RuS", "method": "the ωB97M-V functional and the def2-TZVPD basis", "symbols": ["Ru", "O", "C", "O", "C", "C", "C", "C", "C", "N", "C", "O", "O", "H", "H", "H", "H", "H", "C", "C", "C", "C", "C", "C", "C", "Br", "C", "O", "C", "C", "C", "C", "C", "C", "H", "H", "H", "H", "H", "H", "H", "H", "H", "H", "H", "H", "H", "H", "H", "H", "H", "H", "H", "H", "O", "C", "O", "C", "C", "C", "C", "C", "C", "N", "O", "O", "N", "O", "O", "H", "H", "H", "S", "C", "C", "C", "C", "C", "C", "H", "H", "H", "H", "H"], "coordinates": [[1.1391, 0.5563, -0.0248], [-1.3651, 2.8303, -2.8799], [-0.6865, 2.4401, -1.8119], [0.4406, 1.9978, -1.8763], [-1.4446, 2.6005, -0.5335], [-2.7703, 3.0024, -0.5092], [-3.3933, 3.1035, 0.7232], [-2.6679, 2.8115, 1.8660], [-1.3353, 2.4366, 1.7351], [-0.7382, 2.3304, 0.5564], [-0.4481, 2.2193, 2.9392], [-1.0199, 1.6124, 3.9967], [0.6757, 2.6171, 2.9788], [-0.8022, 2.6915, -3.6575], [-3.2883, 3.2233, -1.4301], [-4.4266, 3.4148, 0.7926], [-3.1127, 2.9093, 2.8478], [-1.8272, 1.1509, 3.7353], [-1.8096, -5.9765, 2.5670], [-2.3890, -5.5396, 1.2217], [-1.9550, -6.5569, 0.1573], [-3.9198, -5.5431, 1.3334], [-1.9089, -4.1467, 0.8180], [-1.0429, -3.3971, 1.5925], [-0.6504, -2.1447, 1.1503], [0.5335, -1.1308, 2.2558], [-1.0699, -1.5689, -0.0499], [-0.6683, -0.3641, -0.4173], [-1.9597, -2.3337, -0.8470], [-2.3431, -3.5825, -0.3862], [-2.4825, -1.7688, -2.1718], [-3.3936, -2.7585, -2.9019], [-3.3038, -0.5009, -1.8906], [-1.3172, -1.4400, -3.1176], [-2.1807, -6.9716, 2.8175], [-2.1046, -5.2998, 3.3717], [-0.7194, -6.0262, 2.5388], [-2.2953, -7.5584, 0.4306], [-0.8678, -6.5766, 0.0635], [-2.3722, -6.3165, -0.8214], [-4.2755, -6.5354, 1.6200], [-4.3926, -5.2786, 0.3865], [-4.2533, -4.8279, 2.0878], [-0.6606, -3.7628, 2.5344], [-3.0175, -4.1658, -0.9963], [-4.2795, -3.0098, -2.3155], [-2.8693, -3.6819, -3.1555], [-3.7336, -2.3033, -3.8339], [-4.1826, -0.7407, -1.2875], [-3.6458, -0.0569, -2.8294], [-2.7078, 0.2344, -1.3507], [-0.7185, -2.3317, -3.3137], [-0.6600, -0.6804, -2.7019], [-1.7114, -1.0809, -4.0723], [4.4338, 2.1354, 2.0745], [3.4247, 2.3849, 1.4518], [2.6556, 1.5185, 0.8767], [2.9523, 3.8111, 1.2852], [3.7366, 4.8490, 1.7689], [3.2866, 6.1480, 1.6207], [2.0828, 6.4626, 1.0186], [1.3311, 5.4010, 0.5546], [1.7413, 4.0874, 0.6721], [0.0333, 5.6800, -0.0869], [-0.6258, 4.7265, -0.4663], [-0.3425, 6.8301, -0.1271], [4.1207, 7.2578, 2.1279], [3.6469, 8.3746, 2.0795], [5.1622, 6.9667, 2.6738], [4.6770, 4.6317, 2.2539], [1.7500, 7.4835, 0.9213], [1.1151, 3.2895, 0.3062], [2.1933, -1.0555, -1.4934], [3.9352, -0.9307, -1.5174], [4.6189, -1.3929, -2.6470], [5.9987, -1.3067, -2.7042], [6.7080, -0.7676, -1.6374], [6.0336, -0.3153, -0.5104], [4.6535, -0.3929, -0.4443], [4.0564, -1.8146, -3.4697], [6.5236, -1.6619, -3.5814], [7.7871, -0.7006, -1.6850], [6.5815, 0.1064, 0.3219], [4.1275, -0.0307, 0.4287]], "forces_ev_per_angstrom": [[0.086, -0.440, -0.294], [0.004, 0.032, -0.047], [-0.092, -0.075, 0.062], [0.061, 0.020, 0.030], [-0.399, -0.854, 0.152], [-0.080, -0.240, 0.031], [0.043, -0.022, -0.097], [0.049, 0.038, 0.081], [-0.028, -0.017, -0.009], [-0.335, -0.558, -0.020], [-0.220, -0.031, 0.010], [0.038, -0.002, -0.023], [0.056, -0.032, 0.079], [-0.003, -0.022, -0.008], [0.003, 0.009, 0.009], [0.003, 0.003, 0.002], [-0.008, -0.007, -0.006], [-0.002, 0.030, -0.012], [0.002, 0.003, 0.001], [0.004, -0.004, -0.002], [-0.005, -0.002, 0.000], [-0.001, 0.004, -0.005], [0.006, -0.008, -0.006], [-0.003, 0.019, 0.001], [-0.001, -0.030, -0.002], [0.001, 0.002, 0.010], [0.001, -0.008, 0.033], [-0.041, 0.132, 0.028], [-0.017, -0.032, -0.014], [0.012, 0.000, -0.004], [-0.001, 0.020, 0.010], [-0.008, 0.004, 0.014], [0.040, 0.033, 0.028], [0.005, -0.014, -0.004], [0.000, -0.002, -0.001], [-0.001, -0.002, -0.001], [-0.002, 0.002, 0.001], [0.001, 0.000, -0.001], [0.001, 0.001, 0.000], [-0.001, 0.000, 0.000], [0.000, -0.001, -0.001], [0.001, 0.001, 0.002], [0.000, 0.000, 0.000], [-0.002, -0.003, -0.005], [-0.009, -0.003, -0.014], [0.000, -0.005, 0.003], [0.000, 0.000, 0.002], [-0.001, -0.002, 0.000], [-0.005, -0.004, 0.001], [-0.002, -0.001, -0.010], [-0.042, -0.037, -0.031], [-0.002, -0.005, -0.004], [0.004, 0.015, 0.005], [0.001, 0.000, 0.002], [-0.017, -0.030, -0.125], [-0.097, 0.246, 0.181], [-0.055, -0.152, -0.009], [0.131, 0.169, 0.034], [-0.046, -0.097, -0.057], [0.027, 0.084, -0.276], [0.076, 0.027, 0.039], [0.067, -0.036, -0.149], [0.096, 0.117, -0.143], [0.091, 0.488, 0.677], [0.459, 1.147, -0.386], [0.053, -0.110, -0.182], [-0.468, -0.104, 0.901], [0.149, 0.083, -0.328], [0.192, 0.026, -0.306], [0.009, 0.010, 0.002], [0.014, 0.015, 0.000], [0.163, 0.182, 0.036], [-0.132, 0.089, 0.100], [0.055, 0.091, 0.071], [-0.005, -0.028, 0.004], [-0.004, 0.000, -0.007], [-0.005, 0.006, -0.009], [0.028, -0.002, -0.012], [-0.004, -0.049, 0.016], [0.005, -0.002, -0.008], [-0.003, -0.001, -0.002], [0.004, -0.006, -0.002], [-0.018, 0.005, 0.015], [0.121, -0.073, -0.054]], "mulliken_charge": [1.0659, -0.5164, 0.1370, -0.6726, 0.4689, -0.5618, -1.1087, -0.4298, -0.0774, 1.2328, -0.1451, -0.4834, -0.3900, 0.4833, 0.6141, 0.4854, 0.5982, 0.3831, -2.1921, 1.8623, -1.5856, -1.5959, -0.3211, 0.1509, 0.2980, -0.2239, -0.5324, 1.0185, -0.8525, -0.3292, 2.3465, -2.4359, -1.3438, -1.4350, 0.4277, 0.4005, 0.4089, 0.4621, 0.3542, 0.3118, 0.4641, 0.3054, 0.3550, 0.5586, 0.4088, 0.4133, 0.4347, 0.4545, 0.3708, 0.4190, 0.1422, 0.3135, -0.0686, 0.4759, -0.6515, -0.1156, -0.6409, 0.0324, -0.4908, -0.2700, -0.5760, -0.4322, 0.6325, 0.8380, -0.5546, -0.6327, 1.0446, -0.6219, -0.6107, 0.6528, 0.6206, 0.7109, -0.4994, 0.9285, -0.5206, -0.5632, -0.3789, -0.7317, -0.4917, 0.4150, 0.3528, 0.3790, 0.4280, 0.4220], "total_energy_ha": -5374.26179, "e_lumo_ev": [-1.10, -2.07], "charge": 0, "mol_weight_g_mol": 872.7, "homo_energy_ev": [-7.564, -8.044], "e_above_lowest_kcal_mol": 0.00, "homo_lumo_gap_ha": [0.23752, 0.21952], "multiplicity": 6}